Version A
2 unconnected molecules or ions with the total composition C4H6N2O2, computed with ωB97M-V/def2-TZVPD.

Summary:
Molecular weight, g/mol: 114.1
HOMO-LUMO gap (alpha / beta), eV: 9.001 / 8.998

Last column: Mulliken charge in e.
Positions of all 14 atoms, in Å:
C: 1.563 1.709 0.250  -0.419
C: 0.584 1.239 -0.571  -0.123
C: 1.135 -0.337 0.761  -0.161
C: -0.569 -0.912 -0.939  -0.143
N: 1.885 0.677 1.085  -0.585
N: 0.332 -0.066 -0.347  0.154
O: -2.024 -0.211 1.388  -0.316
O: -2.203 -1.015 0.260  -0.356
H: 2.030 2.714 0.281  0.335
H: 0.127 1.783 -1.397  0.338
H: 1.199 -1.335 1.135  0.413
H: -0.250 -1.895 -0.905  0.301
H: -1.134 -0.635 -1.789  0.253
H: -1.430 -0.616 1.977  0.310

Version B
A molecular structure, C4H6N2O2, computed with ωB97M-V/def2-TZVPD.

Summary:
Molecular weight, g/mol: 114.1
HOMO-LUMO gap, eV: 7.775

Last column: Mulliken charge in e.
Positions of all 14 atoms, in Å:
C: -0.102 0.090 -0.916  -0.033
C: 0.846 0.763 0.992  0.090
C: 0.379 -0.565 1.247  -0.485
C: -0.018 -0.946 -0.091  0.440
H: -0.604 0.112 -3.191  0.253
H: -1.820 0.067 -1.932  0.245
H: 0.903 1.876 -0.779  0.290
H: 1.012 1.525 2.944  0.391
H: 0.285 -1.246 2.166  0.234
H: -1.268 -2.639 0.563  0.339
N: -0.809 0.315 -2.061  -0.562
N: 0.441 1.136 -0.227  -0.005
O: 1.508 1.683 1.810  -0.586
O: -0.753 -2.171 -0.525  -0.611

Version C
C4H6N2O2 in the gas phase, computed with ωB97M-V/def2-TZVPD.

Summary:
Molecular weight, g/mol: 114.1
SMILES: CN[C@H](C#N)C(=O)O
HOMO-LUMO gap, eV: 11.110

Last column: Mulliken charge in e.
Positions of all 14 atoms, in Å:
C: -1.486 -0.932 1.306  0.069
C: -0.304 1.230 0.929  0.324
C: 1.310 -0.292 -1.195  -0.977
C: -0.177 -0.310 0.667  0.414
N: -2.472 -1.294 1.742  -0.375
N: -0.054 -0.594 -0.830  -0.485
O: -0.916 1.897 -0.005  -0.439
O: 0.134 1.783 1.887  -0.535
H: 1.924 -0.844 -0.569  0.409
H: 1.349 -0.533 -2.241  0.395
H: 1.487 0.813 -1.335  0.254
H: 0.663 -0.579 1.405  0.245
H: -1.212 1.203 -0.610  0.409
H: -0.245 -1.548 -1.152  0.292

What are the relative energies? In eV: version A 3.935; version B 3.500; version C 0.000.

Version A
C4H6N2O2 in the gas phase, computed with ωB97M-V/def2-TZVPD.

Summary:
Molecular weight, g/mol: 114.1
SMILES: [H]/N=C/N1C[C@H]1C(=O)O
HOMO-LUMO gap, eV: 10.350

Last column: Mulliken charge in e.
Positions of all 14 atoms, in Å:
C: -1.727 -0.578 -0.038  0.285
C: -0.385 -0.272 0.487  0.131
C: -0.185 1.165 0.518  -0.421
C: 1.890 -0.058 -0.224  0.027
H: -3.068 -0.046 -1.170  0.324
H: -0.031 -0.914 1.259  0.434
H: -1.024 1.826 0.079  0.241
H: 0.490 1.701 1.263  0.275
H: 2.732 0.792 0.017  0.253
H: 3.243 -1.427 -0.635  0.246
N: 0.560 0.287 -0.458  -0.224
N: 2.200 -1.358 -0.412  -0.569
O: -2.250 0.359 -1.014  -0.466
O: -2.444 -1.477 0.328  -0.538

Version B
C4H6N2O2 in the gas phase, computed with ωB97M-V/def2-TZVPD.

Summary:
Molecular weight, g/mol: 114.1
SMILES: CC1OC=NN=CO1
HOMO-LUMO gap, eV: 9.342

Last column: Mulliken charge in e.
Positions of all 14 atoms, in Å:
C: -2.446 -0.203 -0.069  -1.145
C: -1.024 0.052 0.225  0.426
C: 0.705 1.489 -0.048  0.096
C: 0.869 -1.418 0.148  0.121
H: -3.418 0.476 0.331  0.276
H: -2.506 -1.227 0.399  0.302
H: -2.714 -0.323 -1.198  0.273
H: -0.982 -0.235 1.290  0.219
H: 1.064 2.488 0.025  0.424
H: 0.982 -2.557 0.360  0.331
N: 1.780 0.681 -0.125  -0.429
N: 1.952 -0.682 0.042  -0.297
O: -0.582 1.324 0.056  -0.316
O: -0.315 -1.091 -0.326  -0.283

What are the relative energies? In eV: version A 0.000; version B 1.636.

Version A
C4H6N2O2 in the gas phase, computed with ωB97M-V/def2-TZVPD.

Summary:
Molecular weight, g/mol: 114.1
SMILES: [H]/N=C1/COC(=C)N1O
HOMO-LUMO gap, eV: 9.449

Last column: Mulliken charge in e.
Positions of all 14 atoms, in Å:
C: 1.093 -0.104 -0.040  0.529
C: 2.328 0.346 0.012  -0.974
C: -0.737 -1.478 -0.032  -0.275
C: -1.332 -0.151 -0.197  0.423
H: -0.203 2.130 0.788  0.348
H: 2.802 1.274 -0.251  0.326
H: 2.936 -0.435 0.393  0.257
H: -0.862 -2.016 0.916  0.238
H: -1.123 -2.204 -0.840  0.208
H: -2.677 1.231 -0.085  0.285
N: -0.138 0.603 -0.325  0.120
N: -2.480 0.207 0.073  -0.651
O: -0.242 1.960 -0.189  -0.450
O: 0.635 -1.364 -0.222  -0.385

Version B
2 unconnected molecules or ions with the total composition C4H6N2O2, computed with ωB97M-V/def2-TZVPD.

Summary:
Molecular weight, g/mol: 114.1
HOMO-LUMO gap, eV: 7.456

Last column: Mulliken charge in e.
Positions of all 14 atoms, in Å:
C: -1.077 -1.672 -0.102  0.245
C: -3.535 0.453 -0.135  0.841
C: 0.314 -0.199 1.271  -1.347
C: -0.719 -0.397 0.199  0.072
N: -1.688 -2.647 -0.274  -0.607
N: -0.453 0.399 -1.128  -0.343
O: -3.061 0.992 -1.049  -0.506
O: -3.944 -0.057 0.806  -0.343
H: 0.017 0.753 1.793  0.271
H: 1.297 -0.177 1.008  0.432
H: 0.352 -1.163 1.941  0.273
H: 0.551 0.538 -1.419  0.322
H: -0.874 1.299 -1.051  0.322
H: -1.089 -0.214 -1.614  0.369

Version C
C4H6N2O2 in the gas phase, computed with ωB97M-V/def2-TZVPD.

Summary:
Molecular weight, g/mol: 114.1
SMILES: Nc1cc(O)n(O)c1
HOMO-LUMO gap, eV: 8.080

Last column: Mulliken charge in e.
Positions of all 14 atoms, in Å:
C: 1.139 0.083 -0.148  0.563
C: 0.292 1.280 -0.144  -0.560
C: -1.009 0.764 -0.298  0.306
C: 0.270 -0.998 0.054  -0.606
H: 2.864 -1.012 0.095  0.263
H: 3.248 0.609 -0.273  0.272
H: 0.708 2.313 0.369  0.235
H: -2.896 0.621 -0.525  0.453
H: -2.229 -0.965 1.068  0.368
H: 0.516 -2.128 -0.274  0.183
N: 2.477 -0.013 0.198  -0.567
N: -0.990 -0.683 -0.403  0.161
O: -2.167 1.239 0.189  -0.559
O: -2.222 -1.110 0.092  -0.511

Version D
A molecular structure, C4H6N2O2, computed with ωB97M-V/def2-TZVPD.

Summary:
Molecular weight, g/mol: 114.1
HOMO-LUMO gap, eV: 9.459

Last column: Mulliken charge in e.
Positions of all 14 atoms, in Å:
C: 1.873 0.563 0.331  -0.805
C: 0.572 1.263 0.579  0.394
C: -0.893 -0.727 -0.430  0.588
C: -2.331 -0.963 -0.528  -0.002
H: 2.476 1.575 0.136  0.297
H: 2.220 -0.361 -0.704  0.236
H: 2.304 -0.110 1.701  0.224
H: -1.304 1.080 0.646  0.269
H: 0.978 -1.486 -0.858  0.257
H: -2.562 -1.478 -1.683  0.252
N: -0.527 0.381 0.533  -0.180
N: -0.175 -1.352 -1.178  -0.541
O: 0.581 2.353 1.059  -0.509
O: -3.213 -0.738 0.398  -0.480

What are the relative energies? In eV: version A 1.091; version B 0.000; version C 2.905; version D 3.615.

Version A
C3H6OS2 in the gas phase, computed with ωB97M-V/def2-TZVPD.

Summary:
Molecular weight, g/mol: 122.2
SMILES: C[C@H](S)C(=O)S
HOMO-LUMO gap, eV: 10.150

Last column: Mulliken charge in e.
Positions of all 12 atoms, in Å:
C: 0.585 1.261 0.555  -1.114
C: 0.556 -0.251 0.464  -0.034
C: -0.706 -1.056 0.192  0.331
H: 1.643 1.467 0.318  0.307
H: 0.199 1.540 1.678  0.255
H: 0.078 1.890 -0.040  0.483
H: 0.910 -0.667 1.331  0.377
H: 0.680 -0.849 -2.162  0.197
H: -2.714 -0.542 -1.049  0.103
O: -1.099 -2.162 0.551  -0.501
S: 1.644 -0.827 -0.940  -0.205
S: -1.776 0.196 -0.898  -0.199

Version B
2 unconnected molecules or ions with the total composition C3H6OS2, computed with ωB97M-V/def2-TZVPD.

Summary:
Molecular weight, g/mol: 122.2
HOMO-LUMO gap, eV: 7.925

Last column: Mulliken charge in e.
Positions of all 12 atoms, in Å:
C: 1.070 0.244 0.037  0.427
C: 0.852 -2.240 0.173  -0.389
C: -1.467 1.913 -0.244  -0.858
O: 1.441 -0.939 -0.248  -0.260
S: 1.624 1.692 0.109  -0.247
S: -1.412 0.258 0.527  -0.248
H: 1.108 -2.847 -0.685  0.202
H: -0.301 -2.026 0.307  0.224
H: 1.336 -2.596 1.151  0.232
H: -0.816 2.542 0.309  0.290
H: -2.470 2.186 -0.268  0.324
H: -0.964 1.815 -1.168  0.302

What are the relative energies? In eV: version A 0.000; version B 1.056.

Version A
A molecular structure, C3H6OS2, computed with ωB97M-V/def2-TZVPD.

Summary:
Molecular weight, g/mol: 122.2
HOMO-LUMO gap, eV: 8.877

Last column: Mulliken charge in e.
Positions of all 12 atoms, in Å:
C: -2.388 0.095 0.020  -0.576
C: 0.025 0.725 -0.143  0.525
C: 2.302 -0.618 0.049  -0.747
H: -1.964 -0.991 0.580  0.260
H: -3.341 0.639 0.636  0.224
H: -2.900 -0.203 -1.127  0.238
H: 2.789 -0.334 -0.936  0.304
H: 2.890 -1.546 0.544  0.286
H: 2.276 0.453 0.888  0.231
O: -1.299 0.977 -0.130  -0.276
S: 1.197 1.848 -0.144  -0.366
S: 0.413 -1.045 -0.237  -0.104

Version B
A molecular structure, C3H6OS2, computed with ωB97M-V/def2-TZVPD.

Summary:
Molecular weight, g/mol: 122.2
HOMO-LUMO gap, eV: 7.581

Last column: Mulliken charge in e.
Positions of all 12 atoms, in Å:
C: -1.519 0.677 -1.392  -0.773
C: -0.846 0.013 -0.441  -0.188
C: 0.560 -0.182 -0.355  -0.229
O: 1.378 0.630 -0.970  -0.441
S: 0.901 -1.311 2.890  -0.225
S: 0.797 0.444 1.960  -0.132
H: -2.594 0.506 -1.369  0.244
H: -1.190 1.168 -2.353  0.268
H: -1.281 -0.605 0.180  0.431
H: 0.815 -1.163 -0.126  0.517
H: 0.772 1.448 -0.907  0.383
H: 2.207 -1.624 2.882  0.145

What are the relative energies? In eV: version A 1.324; version B 0.000.

Version A
2 unconnected molecules or ions with the total composition C3H6OS2, computed with ωB97M-V/def2-TZVPD.

Summary:
Molecular weight, g/mol: 122.2
HOMO-LUMO gap, eV: 4.610

Last column: Mulliken charge in e.
Positions of all 12 atoms, in Å:
C: -0.866 -0.490 0.081  0.061
C: -2.181 0.275 0.065  -0.117
O: -3.385 -0.002 -0.015  -0.500
C: 0.376 0.233 0.927  -0.836
S: 1.645 -0.989 1.485  -0.002
S: 1.116 0.924 -1.908  -0.269
H: -0.546 -0.332 -1.031  0.061
H: -1.022 -1.547 0.366  0.343
H: -1.993 1.253 0.204  0.395
H: 0.084 0.664 1.841  0.365
H: 0.888 1.004 0.291  0.328
H: 1.526 -0.085 -1.221  0.172

Version B
C3H6OS2 in the gas phase, computed with ωB97M-V/def2-TZVPD.

Summary:
Molecular weight, g/mol: 122.2
SMILES: CSC(=S)CO
HOMO-LUMO gap, eV: 8.431

Last column: Mulliken charge in e.
Positions of all 12 atoms, in Å:
C: -1.442 -1.150 0.159  -0.794
C: 1.311 -0.345 -0.158  0.374
C: 0.723 1.011 0.259  -0.719
H: -2.138 -1.776 -0.399  0.328
H: -1.691 -1.353 1.245  0.279
H: -1.663 -0.133 -0.086  0.283
H: 1.646 1.582 0.371  0.379
H: 0.253 1.029 1.245  0.330
H: 0.217 1.862 -1.383  0.306
O: -0.265 1.602 -0.627  -0.477
S: 0.184 -1.629 -0.471  -0.043
S: 2.867 -0.701 -0.155  -0.246

What are the relative energies? In eV: version A 5.073; version B 0.000.